# 1
Here is C5H9O as an isolated structure from OMol25. Energies are from ωB97M-V with the def2-TZVPD basis set.

Last column: Löwdin charge in e.
Cartesian coordinates (Å):
1 O 3.41199 2.11290 1.14358  -0.686
2 C -2.31436 -0.77032 -0.46739  -0.208
3 C 0.23565 -0.62721 0.12244  -0.288
4 C 0.44063 0.77962 0.53883  -0.140
5 C -1.23555 -1.18464 0.24849  0.053
6 C -1.74179 -1.13682 -1.71440  -0.142
7 H 1.50377 1.03545 0.56324  0.030
8 H 4.11513 2.74743 1.43210  -0.210
9 H -1.17750 -2.16108 -1.81057  0.092
10 H -0.04552 1.45838 -0.19787  0.080
11 H -3.38503 -0.58487 -0.21624  0.112
12 H -2.11518 -0.67408 -2.57484  0.009
13 H 0.53468 -0.81334 -0.91237  0.096
14 H 0.99285 -1.29276 0.68046  0.120
15 H -0.02655 1.01782 1.51961  0.082

## Properties
HOMO	-0.0840	Ha
gap between HOMO and LUMO	4.35	eV
E_LUMO	0.07587	Eh
total energy	-7371.1669	eV
energy above the lowest of the compared OMol25 structures with the same formula, charge and spin	6.0212	eV
total charge	-1
M	85.1	g/mol



# 2
Here is a 9-piece molecular cluster, C25H70N4O11 overall from OMol25. Energies are from ωB97M-V with the def2-TZVPD basis set.

Last column: Löwdin charge in e.
Cartesian coordinates (Å):
1 O 13.18718 -21.99125 0.26386  -0.077
2 O 15.94179 -28.83840 4.21331  -0.196
3 O 14.41220 -32.44373 5.88306  -0.204
4 O 4.42876 -26.25193 10.75453  0.027
5 O 5.68734 -19.95508 -3.50971  -0.059
6 O 8.00375 -27.62312 4.47726  -0.084
7 O 1.32318 -39.21424 7.14570  -0.194
8 O 14.10556 -24.34090 10.06156  -0.083
9 O 8.09740 -28.83382 -2.47577  -0.095
10 O 4.95792 -35.11656 4.44615  -0.171
11 O 2.39572 -23.86555 6.41207  -0.079
12 N 5.74406 -26.67162 12.49163  0.159
13 N 13.09974 -29.84854 5.10780  -0.055
14 N 3.11919 -37.42903 4.40979  -0.061
15 N 6.49210 -27.11287 10.61557  0.155
16 C 13.21592 -23.93040 9.00819  -0.341
17 C 16.34267 -27.52579 4.59836  -0.092
18 C 12.39049 -20.83295 0.13327  -0.335
19 C 4.53425 -37.39361 4.07728  -0.227
20 C 0.58954 -25.34754 5.94317  -0.091
21 C 10.33382 -29.43958 -2.10003  -0.104
22 C 5.48654 -26.61842 11.25261  -0.822
23 C 13.43770 -28.77589 4.15690  -0.203
24 C 14.04291 -32.16935 4.53674  -0.215
25 C 7.68568 -26.39348 3.77847  -0.315
26 C 1.04227 -23.91480 6.06328  -0.348
27 C 6.35568 -22.01963 -2.44797  -0.068
28 C 1.47689 -38.40974 6.00041  -0.235
29 C 5.36824 -21.25783 -3.35234  -0.390
30 C 15.45274 -33.38781 5.92783  -0.105
31 C 11.95293 -24.66785 9.09516  -0.116
32 C 11.11931 -21.03686 0.95935  -0.084
33 C 2.84010 -38.53745 5.33787  -0.208
34 C 6.96814 -26.73034 2.51652  -0.108
35 C 4.77325 -33.80579 3.94234  -0.121
36 C 8.90136 -30.00093 -2.24577  -0.293
37 C 12.79267 -31.16299 4.51189  -0.172
38 C 14.78422 -28.89935 3.37987  -0.211
39 C 4.86830 -36.07992 3.43405  -0.250
40 C 0.03187 -39.06296 7.72632  -0.096
41 H 14.70845 -29.89585 2.94469  0.095
42 H 3.63475 -38.75029 6.05294  0.116
43 H 4.76763 -33.05106 4.72876  0.087
44 H 15.49284 -26.84326 4.60616  0.081
45 H 15.51548 -33.67806 6.97659  0.092
46 H 5.10763 -21.67189 -4.32638  0.109
47 H 3.91652 -33.62228 3.29390  0.083
48 H 7.33339 -27.46139 11.05244  0.111
49 H 15.17741 -34.20241 5.25796  0.084
50 H 14.80370 -31.64799 3.95580  0.098
51 H 12.09522 -31.71127 5.14519  0.102
52 H 0.39860 -23.37354 6.75669  0.106
53 H 8.69631 -30.40710 -1.25527  0.104
54 H 13.98125 -29.95915 5.58822  0.088
55 H 8.83753 -30.79144 -2.99351  0.107
56 H 4.75051 -38.12620 3.29967  0.121
57 H 10.58324 -21.98013 0.85451  0.073
58 H 0.08022 -25.61723 6.86835  0.073
59 H 13.00353 -22.88309 9.22299  0.110
60 H 6.35691 -27.42118 9.66332  0.123
61 H 12.90583 -19.87732 0.22977  0.107
62 H 2.49525 -24.46364 7.15638  0.081
63 H 4.95512 -26.49936 13.09826  0.129
64 H 2.92232 -39.38752 4.66057  0.116
65 H 11.26620 -24.19922 8.39026  0.082
66 H 10.95677 -30.26730 -1.76102  0.063
67 H 16.75231 -27.53649 5.60840  0.086
68 H 7.01490 -25.72648 4.32003  0.105
69 H 1.25035 -26.14005 5.59191  0.080
70 H 6.08355 -27.30801 2.78467  0.074
71 H 0.00763 -39.31113 8.78742  0.090
72 H 5.55743 -33.47017 3.26374  0.080
73 H 12.54957 -28.66444 3.53489  0.111
74 H 16.34189 -32.83602 5.62283  0.091
75 H 13.53213 -27.86686 4.75089  0.098
76 H 13.61642 -22.13231 -0.58316  0.079
77 H 14.83546 -28.24089 2.51275  0.119
78 H 6.27566 -21.64922 -1.42596  0.075
79 H 4.11495 -35.87410 2.67365  0.126
80 H 0.59592 -38.56177 5.37681  0.124
81 H 2.94291 -36.59823 4.95643  0.094
82 H 7.57536 -27.38676 1.89321  0.073
83 H 4.40684 -21.28133 -2.83924  0.100
84 H 1.47632 -37.34849 6.24916  0.114
85 H 10.70450 -29.11904 -3.07366  0.066
86 H -0.55718 -39.70450 7.07093  0.088
87 H -0.31617 -38.04132 7.57396  0.080
88 H 7.33746 -21.96982 -2.91886  0.070
89 H 10.38188 -20.31068 0.61735  0.068
90 H 5.14399 -37.64068 4.94634  0.120
91 H 12.10494 -20.72641 -0.91325  0.099
92 H 17.15588 -27.26015 3.92292  0.087
93 H 13.81670 -33.11352 4.04130  0.111
94 H 8.94481 -27.77878 4.58575  0.072
95 H 8.13287 -28.55368 -3.39330  0.078
96 H 5.04741 -19.54054 -4.09303  0.094
97 H 8.59971 -25.81634 3.63860  0.107
98 H 13.58637 -24.09973 10.83220  0.071
99 H 1.05804 -23.30102 5.16266  0.111
100 H 12.10150 -25.74571 9.02990  0.088
101 H 5.85728 -36.10469 2.97644  0.125
102 H 6.49996 -25.93826 1.93213  0.075
103 H 11.44216 -24.40008 10.02009  0.074
104 H 11.37256 -20.88727 2.00892  0.070
105 H 6.14588 -23.08685 -2.37646  0.068
106 H -0.19791 -25.31167 5.19035  0.068
107 H 13.65099 -24.06948 8.01850  0.116
108 H 10.43854 -28.62732 -1.38075  0.073
109 H 6.64857 -26.92886 12.86015  0.118
110 H 12.41713 -31.15534 3.48865  0.112

## Properties
HOMO	-0.3224	Ha
gap between HOMO and LUMO	9.05	eV
E_LUMO	0.01035	Eh
total energy	-55535.4587	eV
M	602.9	g/mol
SMILES	COCCNCCOC.COCCNCCOC.NC(N)=O.CCO.CCO.CCO.CCO.CCO.CCO